No. 1
Here is a structure of composition C34H39ClNO8RuSSb2Se4 from the OMol25 dataset. Energies are from ωB97M-V with the def2-TZVPD basis set.

Geometry as ORCA input:
```
! wB97M-V def2-TZVPD RIJCOSX def2/J DEFGRID3
* xyz -2 6
Ru -0.26 -0.33 -0.03
Se -1.57 -4.96 2.63
Sb -1.32 -2.56 3.08
Se -2.15 -0.19 1.48
Se 0.62 -2.12 1.29
Se -0.24 -1.84 5.12
O 3.18 2.14 2.16
Cl 2.18 2.11 1.13
O 2.65 2.79 -0.05
O 1.89 0.70 0.80
O 0.96 2.73 1.58
O -1.96 -1.83 -1.54
C -2.12 -2.76 -2.30
C -1.32 -2.95 -3.57
C -0.39 -4.17 -3.35
C -0.04 -4.49 -1.88
C -1.09 -5.29 -1.09
C -2.36 -4.52 -0.73
N -2.90 -3.86 -1.94
H -0.75 -2.04 -3.75
H -2.00 -3.12 -4.42
H 0.53 -3.98 -3.89
H -0.84 -5.06 -3.80
H 0.21 -3.57 -1.36
H 0.87 -5.09 -1.89
H -0.65 -5.63 -0.15
H -1.36 -6.19 -1.66
H -2.16 -3.74 0.00
H -3.12 -5.17 -0.30
H -2.92 -4.53 -2.71
C -1.69 3.52 1.75
C -3.13 3.49 1.32
C -4.08 4.21 2.03
C -5.42 4.21 1.66
C -5.82 3.47 0.55
C -4.88 2.75 -0.16
C -3.54 2.73 0.21
Sb -2.05 1.66 -0.91
C -1.26 3.46 -1.82
C 0.07 3.73 -1.50
C 0.70 4.88 -1.96
C 0.00 5.77 -2.76
C -1.32 5.51 -3.08
C -1.98 4.37 -2.61
C -3.43 4.20 -2.97
C -3.28 0.69 -2.37
C -4.34 -0.06 -1.86
C -5.11 -0.86 -2.68
C -4.82 -0.92 -4.03
C -3.76 -0.19 -4.54
C -2.97 0.62 -3.73
C -1.82 1.37 -4.35
H -1.55 4.17 2.61
H -1.04 3.89 0.95
H -1.32 2.53 2.01
H -3.76 4.79 2.89
H -6.14 4.77 2.23
H -6.86 3.47 0.24
H -5.20 2.20 -1.04
H 0.64 3.04 -0.90
H 1.73 5.05 -1.69
H 0.48 6.66 -3.13
H -1.87 6.20 -3.71
H -3.67 4.75 -3.88
H -4.07 4.57 -2.16
H -3.70 3.15 -3.13
H -4.52 -0.07 -0.79
H -5.91 -1.47 -2.26
H -5.41 -1.56 -4.69
H -3.52 -0.27 -5.60
H -1.51 0.89 -5.28
H -0.95 1.41 -3.70
H -2.11 2.40 -4.58
C 7.07 0.07 -0.35
C 5.70 -0.05 -0.96
C 4.90 -1.17 -0.70
C 3.61 -1.25 -1.19
C 3.11 -0.21 -1.96
C 3.88 0.90 -2.24
C 5.17 0.97 -1.74
S 1.43 -0.26 -2.51
O 0.83 -1.44 -1.86
O 1.43 -0.30 -3.96
O 0.77 0.93 -1.94
H 7.65 -0.84 -0.51
H 6.99 0.22 0.73
H 7.62 0.91 -0.77
H 5.29 -1.96 -0.07
H 2.98 -2.09 -0.95
H 3.46 1.73 -2.79
H 5.77 1.86 -1.92
*
```

total energy: -13015.0310 Ha
LUMO (spin up / spin down): 3.9 / 3.1 eV
energy above the lowest of the compared OMol25 structures with the same formula, charge and spin: 44.7 kJ/mol
F_max: 0.0141 hartree/bohr
molecular weight: 1317.63 g/mol

***

No. 2
Here is a structure of composition C34H39CoN5O2STe in a non-equilibrium geometry from the OMol25 dataset. Energies are from ωB97M-V with the def2-TZVPD basis set.

Geometry as ORCA input:
```
! wB97M-V def2-TZVPD RIJCOSX def2/J DEFGRID3
* xyz 0 2
Co -1.25 -1.39 1.14
C 0.61 1.91 7.07
C 0.14 1.49 5.70
C -0.68 2.28 4.96
C -1.21 1.84 3.72
C -2.02 2.53 2.85
N -2.39 3.80 2.81
C -3.13 4.30 1.66
C -2.26 4.82 0.51
C -1.18 3.87 -0.02
N -1.64 2.55 -0.44
C -2.43 2.30 -1.46
C -2.74 1.01 -1.89
C -3.65 0.82 -2.95
C -3.96 -0.43 -3.42
C -4.96 -0.63 -4.54
C -3.33 -1.54 -2.83
C -2.44 -1.42 -1.78
C -1.80 -2.61 -1.26
N -1.18 -2.73 -0.15
C -0.50 -4.02 0.05
C 0.13 -4.21 1.43
C 1.11 -3.10 1.81
N 0.41 -1.91 2.24
C 0.66 -1.45 3.40
C 0.11 -0.24 3.96
C 0.56 0.25 5.17
C -0.89 0.50 3.25
O -1.46 0.08 2.22
C -2.12 -0.13 -1.27
O -1.25 0.02 -0.36
H 0.29 2.92 7.30
H 1.70 1.87 7.15
H 0.20 1.24 7.83
H -0.97 3.25 5.35
H -2.41 1.94 2.03
H -2.04 4.45 3.50
H -3.79 5.10 1.99
H -3.75 3.48 1.30
H -1.75 5.73 0.82
H -2.94 5.09 -0.30
H -0.42 3.70 0.74
H -0.69 4.36 -0.86
H -1.22 1.70 -0.05
H -2.86 3.15 -1.98
H -4.11 1.69 -3.40
H -5.22 0.32 -5.00
H -5.88 -1.07 -4.14
H -4.57 -1.30 -5.30
H -3.56 -2.53 -3.20
H -1.85 -3.49 -1.91
H 0.29 -4.08 -0.70
H -1.21 -4.83 -0.12
H 0.67 -5.15 1.40
H -0.64 -4.28 2.20
H 1.70 -2.82 0.93
H 1.79 -3.45 2.59
H 1.41 -1.96 4.02
H 1.27 -0.35 5.73
S -2.82 -3.65 4.66
C -2.63 -2.94 3.24
N -2.49 -2.41 2.20
C 6.75 -0.69 -5.12
C 5.57 -0.67 -4.19
C 4.58 0.30 -4.29
C 3.48 0.32 -3.44
C 2.47 1.42 -3.62
C 3.33 -0.67 -2.45
Te 1.58 -0.67 -1.22
C 4.33 -1.66 -2.35
C 4.29 -2.76 -1.32
C 5.42 -1.64 -3.21
H 6.71 0.14 -5.83
H 6.79 -1.62 -5.69
H 7.69 -0.61 -4.56
H 4.68 1.08 -5.05
H 2.77 2.10 -4.42
H 2.35 1.98 -2.70
H 1.49 1.00 -3.87
H 3.39 -2.69 -0.71
H 5.16 -2.69 -0.66
H 4.31 -3.74 -1.80
H 6.18 -2.41 -3.11
*
```

total energy: -3792.2177 Ha
LUMO (spin up / spin down): -1.5 / -1.5 eV
energy above the lowest of the compared OMol25 structures with the same formula, charge and spin: 78.8 kJ/mol
F_max: 0.0215 hartree/bohr
molecular weight: 768.32 g/mol

***

No. 3
Here is a structure of composition C34H39CoN5O2STe from the OMol25 dataset. Energies are from ωB97M-V with the def2-TZVPD basis set.

Geometry as ORCA input:
```
! wB97M-V def2-TZVPD RIJCOSX def2/J DEFGRID3
* xyz 0 2
Co -0.04 0.07 0.00
C 2.79 -5.72 -0.94
C 2.61 -4.25 -0.71
C 3.19 -3.31 -1.50
C 2.99 -1.91 -1.24
C 3.51 -0.88 -1.99
N 4.21 -0.97 -3.12
C 4.56 0.19 -3.92
C 3.66 0.43 -5.13
C 2.16 0.36 -4.84
N 1.74 1.14 -3.68
C 2.06 2.40 -3.46
C 1.70 3.13 -2.32
C 2.15 4.48 -2.20
C 1.86 5.23 -1.12
C 2.32 6.66 -0.96
C 1.07 4.62 -0.10
C 0.62 3.33 -0.13
C -0.25 2.89 0.97
N -0.55 1.69 1.24
C -1.60 1.46 2.24
C -1.43 0.18 3.04
C -1.50 -1.09 2.19
N -0.37 -1.27 1.31
C 0.66 -2.03 1.78
C 1.56 -2.52 0.69
C 1.78 -3.81 0.39
C 2.17 -1.48 -0.13
O 1.97 -0.26 0.14
C 0.92 2.51 -1.28
O 0.51 1.32 -1.43
H 3.47 -5.91 -1.76
H 1.83 -6.19 -1.17
H 3.18 -6.21 -0.05
H 3.81 -3.63 -2.33
H 3.32 0.12 -1.64
H 4.35 -1.88 -3.53
H 5.59 0.08 -4.26
H 4.55 1.05 -3.25
H 3.87 -0.30 -5.91
H 3.92 1.40 -5.55
H 1.84 -0.66 -4.64
H 1.61 0.70 -5.72
H 1.14 0.74 -2.95
H 2.66 2.89 -4.22
H 2.74 4.89 -3.01
H 2.78 7.02 -1.87
H 3.05 6.75 -0.15
H 1.48 7.31 -0.71
H 0.80 5.23 0.76
H -0.67 3.70 1.57
H -2.53 1.41 1.68
H -1.65 2.33 2.90
H -2.24 0.16 3.77
H -0.49 0.20 3.59
H -2.41 -1.05 1.58
H -1.59 -1.96 2.85
H 0.34 -2.83 2.46
H 1.31 -4.58 0.99
S -4.04 1.56 -1.57
C -2.76 0.65 -1.10
N -1.85 0.01 -0.76
C 1.35 -4.16 8.75
C 1.52 -3.43 7.44
C 1.87 -4.10 6.28
C 2.06 -3.44 5.07
C 2.44 -4.28 3.88
C 1.89 -2.05 5.01
Te 2.25 -0.96 3.22
C 1.53 -1.36 6.18
C 1.35 0.14 6.21
C 1.36 -2.06 7.36
H 1.36 -5.24 8.60
H 0.41 -3.88 9.23
H 2.16 -3.91 9.44
H 2.01 -5.18 6.32
H 2.94 -5.20 4.20
H 3.11 -3.73 3.21
H 1.56 -4.57 3.31
H 0.85 0.51 5.32
H 2.32 0.65 6.26
H 0.78 0.43 7.09
H 1.08 -1.50 8.26
*
```

total energy: -3792.2318 Ha
LUMO (spin up / spin down): -1.1 / -1.1 eV
energy above the lowest of the compared OMol25 structures with the same formula, charge and spin: 41.7 kJ/mol
F_max: 0.0088 hartree/bohr
molecular weight: 768.32 g/mol

***

No. 4
Here is a structure of composition C34H39CoN6O2PS in a non-equilibrium geometry from the OMol25 dataset. Energies are from ωB97M-V with the def2-TZVPD basis set.

Geometry as ORCA input:
```
! wB97M-V def2-TZVPD RIJCOSX def2/J DEFGRID3
* xyz 0 2
Co -0.08 0.06 0.65
C -1.17 1.54 -2.04
N -1.36 1.60 -0.60
C -2.77 1.35 -0.28
C -0.98 2.88 -0.02
C -1.09 4.09 -0.67
C -0.80 5.28 -0.01
C -0.40 5.25 1.32
C -0.26 4.04 1.98
C -0.52 2.83 1.32
N -0.30 1.58 1.82
C -0.07 1.30 3.16
C -0.88 1.77 4.20
C -0.61 1.42 5.51
C 0.46 0.58 5.81
C 1.23 0.06 4.78
C 0.96 0.40 3.46
N 1.72 -0.09 2.34
C 2.19 -1.46 2.50
C 2.85 0.82 2.12
H -1.87 2.19 -2.59
H -1.34 0.51 -2.38
H -0.16 1.83 -2.29
H -3.07 0.39 -0.71
H -2.91 1.33 0.80
H -3.42 2.13 -0.70
H -1.43 4.13 -1.70
H -0.89 6.23 -0.53
H -0.18 6.17 1.84
H 0.10 4.02 3.00
H -1.74 2.38 3.96
H -1.25 1.78 6.30
H 0.68 0.32 6.83
H 2.04 -0.61 5.01
H 2.99 -1.55 3.25
H 2.59 -1.81 1.55
H 1.35 -2.09 2.79
H 3.48 0.87 3.02
H 2.49 1.81 1.88
H 3.46 0.45 1.30
O -3.06 -1.81 2.81
C -2.30 -1.60 1.88
O -1.08 -1.20 1.94
C -2.79 -1.88 0.43
P -1.28 -1.76 -0.60
C -1.86 -1.72 -2.34
C -0.91 -1.54 -3.34
C -1.28 -1.44 -4.67
C -2.62 -1.46 -5.02
C -3.58 -1.62 -4.03
C -3.21 -1.75 -2.70
C -0.66 -3.50 -0.48
C -0.35 -4.01 0.79
C 0.14 -5.30 0.93
C 0.35 -6.10 -0.18
C 0.05 -5.60 -1.44
C -0.45 -4.31 -1.59
H -3.53 -1.13 0.16
H -3.24 -2.87 0.37
H 0.14 -1.50 -3.08
H -0.53 -1.33 -5.44
H -2.92 -1.37 -6.05
H -4.63 -1.66 -4.29
H -3.97 -1.88 -1.94
H -0.50 -3.41 1.68
H 0.37 -5.68 1.92
H 0.74 -7.10 -0.07
H 0.21 -6.21 -2.32
H -0.69 -3.95 -2.58
C 3.54 3.29 -3.28
C 3.64 2.97 -1.78
C 3.03 1.65 -1.47
N 1.97 1.49 -0.77
N 1.56 0.19 -0.64
C 2.34 -0.66 -1.25
N 2.20 -2.00 -1.22
S 3.67 0.12 -2.08
H 3.99 4.27 -3.48
H 2.50 3.32 -3.59
H 4.06 2.54 -3.87
H 3.10 3.71 -1.19
H 4.69 2.97 -1.47
H 2.72 -2.57 -1.86
H 1.38 -2.39 -0.78
*
```

total energy: -3920.3409 Ha
LUMO (spin up / spin down): 0.0 / 0.0 eV
F_max: 0.0288 hartree/bohr
molecular weight: 685.70 g/mol

***

No. 5
Here is a structure of composition C34H39N5O2P2S2Sr in a non-equilibrium geometry from the OMol25 dataset. Energies are from ωB97M-V with the def2-TZVPD basis set.

Geometry as ORCA input:
```
! wB97M-V def2-TZVPD RIJCOSX def2/J DEFGRID3
* xyz 0 1
Sr -1.00 -5.06 -0.46
C -0.68 -7.25 -1.64
C -0.27 -6.32 -2.54
C -1.00 -5.90 -3.79
C -2.49 -5.50 -3.57
C -2.84 -5.12 -2.16
C -3.26 -5.92 -1.13
C -3.10 -7.41 -0.97
C -1.94 -8.06 -1.76
C -1.53 0.52 0.13
H -0.01 -7.59 -0.83
H 0.78 -5.98 -2.52
H -0.96 -6.65 -4.59
H -0.46 -5.04 -4.23
H -2.67 -4.61 -4.20
H -3.16 -6.28 -3.97
H -3.04 -4.04 -2.07
H -3.93 -5.49 -0.36
H -4.05 -7.95 -1.18
H -2.94 -7.59 0.10
H -1.73 -9.03 -1.26
H -2.23 -8.32 -2.79
H -1.02 -0.20 0.79
H -2.28 1.06 0.73
H -0.79 1.25 -0.24
P -2.27 -0.28 -1.25
P 1.64 -0.87 -1.59
N -3.42 -1.35 -0.61
N -3.11 0.87 -2.15
N 2.14 -2.53 -1.34
N 3.00 -0.74 -2.70
C -1.20 -1.35 -2.23
C 0.16 -0.81 -2.75
C -3.39 -1.90 0.68
C -4.48 -2.74 0.82
C -5.17 -2.77 -0.44
C -4.48 -1.94 -1.31
C -3.86 1.91 -1.56
C -4.37 2.69 -2.57
C -3.94 2.14 -3.82
C -3.16 1.03 -3.54
C 3.09 -2.64 -0.29
C 2.93 -3.88 0.30
C 1.95 -4.59 -0.45
C 1.40 -3.69 -1.37
C 3.53 -1.81 -3.45
C 4.68 -1.39 -4.07
C 4.86 -0.01 -3.75
C 3.83 0.36 -2.91
H -1.81 -1.70 -3.09
H -1.02 -2.22 -1.58
H 0.44 -1.37 -3.67
H 0.08 0.26 -3.02
H -2.67 -1.56 1.40
H -4.79 -3.25 1.72
H -6.08 -3.31 -0.66
H -4.68 -1.66 -2.34
H -3.93 1.98 -0.48
H -5.00 3.57 -2.45
H -4.17 2.52 -4.80
H -2.63 0.34 -4.18
H 3.93 -1.95 -0.19
H 3.44 -4.24 1.19
H 1.79 -5.68 -0.44
H 0.74 -3.86 -2.24
H 3.06 -2.77 -3.43
H 5.32 -2.03 -4.66
H 5.66 0.61 -4.11
H 3.58 1.30 -2.43
O 0.32 1.72 4.66
S 0.20 1.98 3.25
O -0.96 2.67 2.75
N 0.43 0.59 2.34
C 1.51 0.63 1.60
S 1.83 -0.84 0.74
C 2.30 1.85 1.68
C 3.43 2.28 0.97
C 3.99 3.52 1.27
C 3.43 4.33 2.28
C 2.27 3.92 2.95
C 1.71 2.70 2.62
H 3.83 1.63 0.19
H 4.87 3.87 0.73
H 3.90 5.29 2.53
H 1.79 4.53 3.72
*
```

total energy: -3252.6878 Ha
LUMO: -0.2 eV
F_max: 0.0906 hartree/bohr
molecular weight: 763.42 g/mol